DFT (wB97M-V/def2-TZVPD) results for 3 unconnected molecules or ions with the total composition C14H30BrFNO6S.

Atoms and positions in Å:
Br  -0.079  1.914  -3.819
S  -2.435  0.727  -1.888
F  1.425  -0.378  -3.281
O  -0.330  3.675  -1.023
O  -2.023  2.889  0.229
O  -2.215  -0.538  -2.547
O  -3.143  1.705  -2.645
O  5.830  -3.328  -1.279
O  -5.058  1.505  2.460
N  0.274  1.275  -2.087
C  7.619  -3.433  -2.963
C  -4.832  1.967  3.773
C  -5.093  0.921  4.846
C  -7.406  2.204  2.289
C  2.030  -0.120  -1.089
C  6.323  -1.045  -0.511
C  -1.099  2.833  -0.621
C  1.604  -0.500  0.348
C  -3.409  0.414  -0.433
C  0.878  -0.078  -2.058
C  6.532  -2.540  -0.338
C  -0.871  1.367  -1.204
C  -6.374  1.096  2.157
C  6.168  -3.118  -2.636
H  5.518  -3.783  -3.204
H  7.601  -2.784  -0.352
H  -4.547  0.003  4.624
H  -4.316  -0.089  -0.728
H  2.678  -0.909  -1.440
H  -3.658  1.378  -0.008
H  6.154  -2.847  0.637
H  5.915  -2.097  -2.942
H  0.557  -0.330  0.542
H  2.530  0.835  -1.046
H  1.774  -1.559  0.508
H  7.881  -4.434  -2.616
H  -6.659  0.227  2.764
H  7.783  -3.380  -4.040
H  -8.373  1.866  1.913
H  8.304  -2.728  -2.489
H  -6.152  0.667  4.918
H  6.775  -0.678  -1.434
H  -2.860  -0.148  0.310
H  -0.687  0.756  -0.335
H  -7.094  3.082  1.722
H  -4.774  1.293  5.821
H  6.775  -0.501  0.319
H  0.153  -0.864  -1.856
H  2.225  0.018  1.062
H  -5.415  2.875  3.968
H  -3.782  2.258  3.799
H  -7.542  2.510  3.328
H  5.259  -0.809  -0.548
H  -6.341  0.757  1.121

Lowest unoccupied orbital energy = 2.458 eV
Charge = -1
M = 439.36 g/mol
2S+1 = 1
Frontier orbital gap = 7.3 eV
DFT total energy = -4129.6721 hartree



DFT (wB97M-V/def2-TZVPD) results for a molecular structure, C14H30Cl8N2.

Atoms and positions in Å:
Cl  -1.929  -10.067  10.802
Cl  -0.869  -9.719  7.908
Cl  4.822  -8.315  0.964
Cl  2.270  -7.477  2.055
Cl  -3.276  -8.263  8.860
Cl  3.464  -5.957  -0.122
Cl  4.731  -5.797  2.541
Cl  -3.434  -11.151  8.902
N  -0.429  -1.548  3.225
N  -0.036  5.262  -6.145
C  -1.288  6.688  -7.801
C  0.078  3.946  -5.515
C  3.814  -6.835  1.352
C  1.244  -1.660  5.089
C  -0.989  -2.950  3.312
C  0.182  -0.333  1.150
C  -1.326  5.421  -6.860
C  0.145  -0.912  4.409
C  -2.302  -9.790  9.045
C  -1.991  -3.073  4.456
C  1.507  3.544  -5.126
C  -0.705  7.017  -4.316
C  0.459  -1.483  2.087
C  0.343  6.373  -5.242
H  0.945  -2.677  5.343
H  2.159  -1.741  4.502
H  -2.464  -4.055  4.435
H  -0.286  7.924  -3.880
H  -0.226  -3.692  3.549
H  1.837  4.103  -4.251
H  -1.486  -3.150  5.419
H  -2.058  6.682  -8.573
H  -0.670  3.965  -4.722
H  -0.636  -0.506  0.451
H  0.697  7.283  -5.727
H  -2.588  -2.168  4.346
H  1.536  -1.562  2.233
H  -1.162  7.647  -7.299
H  0.975  -0.116  0.435
H  -0.267  3.216  -6.248
H  -2.075  5.412  -6.069
H  -0.780  6.305  -3.495
H  0.334  -2.347  1.434
H  -1.453  -3.228  2.365
H  0.571  0.038  4.087
H  -0.625  -0.580  5.106
H  1.715  2.490  -4.942
H  0.241  0.607  1.699
H  2.243  3.922  -5.834
H  -1.673  7.167  -4.794
H  1.241  6.133  -4.673
H  1.433  -1.246  6.080
H  -0.406  6.629  -8.438
H  -1.557  4.628  -7.570

Lowest unoccupied orbital energy = -0.290 eV
Charge = 0
M = 510.03 g/mol
2S+1 = 1
Frontier orbital gap = 7.8 eV
DFT total energy = -4342.3182 hartree



DFT (wB97M-V/def2-TZVPD) results for 5 unconnected molecules or ions with the total composition C14H30Cl8O4P.

Atoms and positions in Å:
Cl  2.966  -4.068  -1.347
Cl  3.327  -4.381  -4.223
Cl  -2.507  -4.421  4.038
Cl  1.139  2.589  4.684
Cl  -5.123  -2.289  0.497
Cl  2.071  0.746  2.626
Cl  -1.472  -2.506  5.977
Cl  -4.940  -1.236  3.210
P  0.984  3.002  -2.883
O  1.432  3.963  -4.098
O  -0.680  2.573  -3.218
O  1.177  3.984  -1.433
O  -0.856  -1.347  0.824
C  2.200  1.504  -2.953
C  0.791  3.816  1.128
C  2.056  -1.090  -2.011
C  -1.422  2.244  -1.991
C  2.417  1.467  4.203
C  1.457  3.150  -0.254
C  -2.901  -3.379  5.410
C  -0.185  -1.452  -0.488
C  -2.966  1.834  -2.485
C  -4.208  -2.309  2.010
C  -0.765  0.010  1.385
C  1.407  -1.055  -0.478
C  2.684  -5.111  -2.746
C  1.412  0.036  -3.021
H  -0.235  -2.608  -0.782
H  0.878  2.124  -0.398
H  -3.614  1.385  -1.604
H  3.015  1.531  -2.086
H  2.015  -2.188  -2.417
H  2.493  0.672  4.949
H  -1.012  0.875  0.636
H  1.596  -0.375  -4.127
H  1.579  0.075  -0.143
H  2.619  2.929  -0.097
H  1.609  -5.264  -2.865
H  2.834  1.597  -3.961
H  -0.344  4.032  0.860
H  3.200  -0.784  -1.864
H  -4.195  -3.327  2.405
H  0.813  3.059  2.042
H  -0.816  -0.903  -1.335
H  -1.424  3.085  -1.177
H  1.348  4.782  1.484
H  -2.896  1.068  -3.373
H  -3.288  -3.996  6.225
H  0.320  0.236  1.823
H  -3.431  2.848  -2.909
H  3.178  -6.071  -2.580
H  -3.186  -1.976  1.812
H  -0.980  1.272  -1.510
H  3.364  2.010  4.146
H  -1.509  0.147  2.308
H  0.237  0.147  -2.929
H  -3.661  -2.656  5.102

Lowest unoccupied orbital energy = 2.185 eV
Charge = -1
M = 576.99 g/mol
2S+1 = 1
Frontier orbital gap = 4.4 eV
DFT total energy = -4875.0500 hartree



DFT (wB97M-V/def2-TZVPD) results for a molecular structure, C14H30F12O17S9Zn.

Atoms and positions in Å:
Zn  -2.929  3.455  -1.483
S  -0.439  -2.117  7.259
S  -6.458  -0.683  -1.890
S  1.465  1.716  1.320
S  -6.245  3.469  2.863
S  -0.949  8.284  -0.181
S  9.855  5.643  -2.540
S  4.246  -7.333  -4.171
S  -1.887  1.024  -6.264
S  -1.839  -8.264  1.375
F  1.566  -0.780  0.200
F  -6.817  -2.532  -0.168
F  -5.663  0.795  3.138
F  -1.244  -1.337  -7.316
F  2.874  -0.597  1.930
F  -2.097  -1.363  -5.437
F  -5.405  1.893  4.939
F  -4.815  -2.734  -1.172
F  -7.384  1.372  4.330
F  -0.048  -0.833  -5.509
F  -6.538  -3.388  -2.282
F  0.616  -0.621  2.247
O  -7.610  -0.204  -1.152
O  -1.816  1.737  -4.912
O  -7.474  3.326  2.092
O  -3.321  0.883  -6.601
O  -6.697  -0.734  -3.335
O  -5.204  0.050  -1.557
O  -6.234  4.522  3.831
O  9.870  5.993  -1.033
O  -1.670  7.132  -0.846
O  2.618  2.164  0.556
O  -2.578  -8.765  2.649
O  -1.110  1.723  -7.285
O  0.200  1.808  0.543
O  -5.158  3.550  1.837
O  1.301  2.239  2.674
O  -1.464  -2.219  8.442
O  4.144  -8.856  -4.000
C  -6.156  -2.571  -1.332
C  -1.285  -0.707  -6.139
C  1.200  -2.847  7.802
C  -1.230  8.318  1.607
C  -0.452  -9.504  1.374
C  0.136  -0.368  7.450
C  -1.005  -6.699  1.883
C  -6.149  1.781  3.895
C  10.011  7.172  -3.595
C  8.130  5.097  -2.981
C  -1.954  9.792  -0.617
C  1.663  -0.258  1.431
C  3.187  -6.587  -2.826
C  3.145  -6.957  -5.625
H  1.178  -3.929  7.930
H  0.380  -9.152  0.765
H  1.045  -0.170  6.882
H  -0.379  -6.866  2.760
H  9.041  7.666  -3.638
H  3.000  -5.911  -5.357
H  -0.768  9.160  2.122
H  -0.234  -6.368  1.187
H  10.800  7.824  -3.220
H  8.162  4.535  -3.914
H  -2.280  8.453  1.871
H  -2.789  9.804  0.084
H  -1.648  -5.847  2.101
H  2.319  -7.245  -2.869
H  -1.284  10.606  -0.338
H  -0.660  -10.495  0.970
H  1.573  -2.389  8.719
H  3.487  -6.570  -1.778
H  7.324  5.823  -3.086
H  -0.196  -9.763  2.401
H  -0.548  0.340  6.981
H  2.835  -5.582  -3.056
H  7.722  4.479  -2.181
H  3.621  -6.993  -6.605
H  -0.871  7.406  2.083
H  0.143  -0.197  8.527
H  10.348  6.707  -4.522
H  -2.373  9.801  -1.623
H  2.293  -7.636  -5.590
H  1.857  -2.573  6.977

Lowest unoccupied orbital energy = -2.626 eV
Charge = -2
M = 1052.35 g/mol
2S+1 = 1
Frontier orbital gap = 2.4 eV
DFT total energy = -8391.4969 hartree



DFT (wB97M-V/def2-TZVPD) results for a molecular structure, C14H30GeN2O2PtS5Se.

Atoms and positions in Å:
Pt  0.741  -1.261  0.615
Se  -0.491  1.066  1.056
Ge  -2.955  2.778  -0.290
S  7.261  -3.462  -1.055
S  4.971  -2.650  0.670
S  4.231  1.486  -0.431
S  6.078  -0.752  -1.232
S  2.985  -0.734  1.777
O  0.690  -2.015  -2.093
O  1.362  0.114  -1.905
N  0.115  -1.893  2.814
N  -1.036  -3.002  0.263
C  0.643  -1.869  -3.516
C  6.164  -2.353  -0.564
C  -2.843  3.576  1.524
C  1.146  2.083  0.901
C  -4.530  1.576  -0.426
C  4.170  1.646  -2.243
C  -1.318  1.646  -0.622
C  -2.221  -2.966  1.110
C  1.053  -0.934  -1.364
C  -1.228  -2.172  3.313
C  -3.052  4.225  -1.649
C  4.201  -1.054  0.634
C  4.729  -0.183  -0.267
C  -1.889  -3.323  2.557
H  -4.802  1.421  -1.466
H  -0.541  2.180  -1.164
H  1.663  1.726  0.014
H  -2.814  -3.593  3.069
H  3.365  1.024  -2.624
H  -2.997  -3.655  0.741
H  1.630  -2.050  -3.948
H  -5.380  2.012  0.086
H  -3.072  3.818  -2.655
H  -1.826  -1.264  3.187
H  -4.320  0.610  0.022
H  -3.952  4.817  -1.502
H  5.130  1.360  -2.660
H  0.490  -1.068  3.276
H  1.751  1.875  1.780
H  -1.281  -2.828  -0.708
H  -2.163  4.421  1.531
H  0.315  -0.857  -3.773
H  0.740  -2.666  3.029
H  -1.218  -2.423  4.385
H  -2.485  2.844  2.242
H  3.971  2.691  -2.452
H  -2.623  -1.950  1.075
H  -3.818  3.926  1.848
H  -1.570  0.751  -1.192
H  -0.065  -2.612  -3.881
H  -2.195  4.885  -1.560
H  0.918  3.144  0.837
H  -1.231  -4.195  2.578
H  -0.595  -3.916  0.311

Lowest unoccupied orbital energy (spin up / spin down) = -0.260 / -0.260 eV
Charge = 0
M = 765.39 g/mol
2S+1 = 1
Frontier orbital gap (spin up / spin down) = 6.5 / 6.5 eV
DFT total energy = -7400.0202 hartree



DFT (wB97M-V/def2-TZVPD) results for a molecular structure, C14H30LaN2O4P2.

Atoms and positions in Å:
La  0.027  -0.595  -0.010
P  -2.022  1.355  -0.558
P  -1.303  -1.880  2.206
O  -1.521  -3.163  3.193
O  -1.116  -2.648  0.561
O  -2.794  -1.218  1.947
O  0.228  1.446  1.788
N  1.150  1.497  -0.969
N  2.436  -0.784  -0.074
C  3.249  0.463  -0.188
C  2.749  -1.604  1.121
C  -2.994  2.310  0.653
C  -4.050  -1.915  1.899
C  2.543  -1.593  -1.318
C  2.490  3.361  -2.567
C  2.500  1.499  -1.046
C  -2.111  -3.331  -0.241
C  -1.004  2.484  -1.497
C  -3.281  0.682  -1.724
C  1.108  3.385  -2.476
C  -0.674  -3.400  4.344
C  0.410  2.447  -1.663
C  3.196  2.401  -1.826
H  -0.727  -1.148  -1.874
H  -3.458  1.603  1.357
H  3.759  -2.047  1.030
H  4.288  2.363  -1.820
H  -1.467  3.309  -2.051
H  -0.166  1.783  2.621
H  -2.768  0.229  -2.584
H  -4.393  -1.982  0.862
H  2.001  -2.422  1.226
H  2.715  -0.961  2.020
H  -3.793  2.875  0.151
H  -2.354  3.004  1.218
H  -2.523  -2.622  -0.971
H  3.448  0.864  0.825
H  -4.745  -1.273  2.444
H  2.413  -0.958  -2.205
H  1.783  -2.399  -1.336
H  4.216  0.176  -0.651
H  -3.957  1.483  -2.066
H  0.318  -3.772  4.049
H  3.545  -2.050  -1.370
H  -2.888  -3.812  0.370
H  0.524  4.141  -2.999
H  -0.567  -2.498  4.966
H  3.024  4.070  -3.194
H  -4.037  -2.908  2.369
H  -1.203  -4.179  4.915
H  -1.568  -4.105  -0.789
H  -3.874  -0.095  -1.216
H  0.781  2.181  1.469

Lowest unoccupied orbital energy (spin up / spin down) = -5.651 / -7.520 eV
Charge = +2
Expectation value of S² = 0.7840
M = 491.26 g/mol
2S+1 = 2
Frontier orbital gap (spin up / spin down) = 8.4 / 6.5 eV
DFT total energy = -1675.7030 hartree



DFT (wB97M-V/def2-TZVPD) results for 5 unconnected molecules or ions with the total composition C14H30N2O13S.

Atoms and positions in Å:
S  -3.547  -1.369  -1.188
O  2.963  1.077  0.593
O  -1.289  3.680  -6.238
O  -2.497  -0.940  -2.394
O  -4.600  -2.039  -1.953
O  4.400  -0.186  1.837
O  -0.254  2.991  2.222
O  -2.807  -2.168  -0.218
O  -0.830  2.092  -4.604
O  4.877  1.852  1.136
O  -1.544  1.252  1.881
O  2.455  -4.274  4.122
O  -1.501  4.046  -4.044
O  -1.020  2.527  0.185
N  -0.945  2.237  1.432
N  0.574  -1.742  2.459
C  -1.973  -1.968  -3.216
C  -0.831  1.989  -3.147
C  -1.047  -1.332  -4.301
C  -4.148  0.140  -0.486
C  -0.822  -2.076  2.789
C  0.812  -0.389  3.203
C  4.115  0.875  1.198
C  -1.076  3.422  -2.696
C  1.468  -2.760  2.707
C  2.832  2.386  -0.035
C  4.252  2.848  0.370
C  -1.149  3.279  -5.081
C  1.638  -3.118  4.130
C  0.546  -1.419  1.071
H  1.397  -3.616  2.254
H  2.022  -2.358  4.855
H  -1.412  -1.147  2.637
H  0.423  0.449  2.640
H  -0.158  -0.890  -3.892
H  1.476  -1.018  0.813
H  -0.196  1.310  -2.600
H  -1.312  -2.855  2.359
H  2.462  -2.315  2.176
H  1.811  0.014  3.194
H  -0.353  4.066  -2.600
H  0.718  -3.458  4.695
H  3.986  3.677  1.072
H  -2.175  3.445  -2.204
H  -0.087  -0.680  0.717
H  0.556  -2.192  0.470
H  3.367  -4.097  3.990
H  -3.381  0.631  0.179
H  2.113  2.869  0.525
H  -1.712  1.727  -2.643
H  4.793  3.142  -0.511
H  -2.850  -2.517  -3.718
H  -4.937  0.014  0.265
H  -1.320  -2.623  -2.452
H  -1.423  -0.450  -4.714
H  2.638  2.119  -1.061
H  -4.300  0.682  -1.240
H  -0.652  -2.126  -4.936
H  0.513  -0.499  4.210
H  -1.040  -2.222  3.756

Lowest unoccupied orbital energy = 0.047 eV
Charge = 0
M = 466.46 g/mol
2S+1 = 1
Frontier orbital gap = 9.0 eV
DFT total energy = -2036.8340 hartree



DFT (wB97M-V/def2-TZVPD) results for a molecular structure, C14H30N3O2PPtSSe3Te.

Atoms and positions in Å:
Pt  0.223  -2.599  0.392
Te  1.453  -4.330  3.688
Se  -0.478  -5.634  2.531
Se  -1.109  -4.561  0.629
Se  1.899  -2.437  2.166
S  -1.122  -3.592  -2.503
P  0.487  0.733  0.428
O  0.807  -0.473  -0.373
O  -0.841  -2.339  -1.767
N  -0.442  0.420  1.776
N  -0.374  1.901  -0.447
N  1.810  1.586  1.017
C  -2.747  -3.240  -3.288
C  -2.391  1.510  2.543
C  3.916  0.518  0.934
C  3.699  0.962  2.376
C  -1.214  2.049  -2.697
C  0.173  2.685  -2.599
C  -0.868  1.564  2.569
C  -1.500  -0.594  1.768
C  -0.089  -3.489  -4.020
C  0.241  3.033  -1.114
C  2.217  1.358  2.407
C  -1.390  1.342  -1.342
C  3.009  1.487  0.187
C  -2.657  0.006  2.575
H  0.940  -3.630  -3.703
H  0.945  1.955  -2.846
H  3.907  0.171  3.092
H  2.051  2.271  2.985
H  1.625  0.550  2.838
H  3.554  -0.503  0.791
H  1.248  3.201  -0.740
H  -0.506  1.452  3.598
H  -0.365  3.928  -0.917
H  4.954  0.581  0.615
H  -0.462  2.481  2.139
H  -2.704  -2.284  -3.798
H  -3.015  -4.045  -3.962
H  -0.383  -4.284  -4.697
H  -1.135  -1.517  2.246
H  -2.832  2.028  3.392
H  -3.630  -0.260  2.166
H  -1.973  2.827  -2.816
H  0.282  3.555  -3.243
H  -0.191  -2.513  -4.481
H  3.485  2.475  0.133
H  -2.769  1.951  1.620
H  -1.814  -0.829  0.743
H  -2.612  -0.356  3.602
H  4.327  1.826  2.594
H  -2.392  1.523  -0.929
H  -1.300  1.352  -3.531
H  -1.238  0.261  -1.435
H  -3.462  -3.181  -2.473
H  2.754  1.150  -0.819

Lowest unoccupied orbital energy (spin up / spin down) = -0.944 / -0.923 eV
Charge = 0
M = 895.01 g/mol
2S+1 = 1
Frontier orbital gap (spin up / spin down) = 5.1 / 5.1 eV
DFT total energy = -9197.4311 hartree



For each record above, in turn, the calculated strongest force on any atom values are 1.514, 2.051, 6.999, 5.478, 1.778, 3.856, 8.096, 2.558 eV/Å.